# 1
A molecular structure, C61H54F4O3P2Pd, computed with ωB97M-V/def2-TZVPD.

The HOMO energy comes out at -6.7 eV. The orbital gap comes out at 4.26 eV. For the LUMO energy, the calculation gives -2.44 eV. The electronic energy comes out at -103200.57476 eV.

Last column: Löwdin charge in e.
Geometry (Å):
C: -2.5682 -2.5618 -3.8052  -0.070
C: -2.2829 -2.7658 -2.3453  -0.230
O: -2.2626 -1.4785 -1.6881  -0.051
C: -1.8599 -1.6062 -0.3921  -0.485
C: -1.7814 -0.2957 0.3291  -0.104
C: -1.5671 -0.4577 1.7642  -0.362
O: -0.9121 -1.3730 2.2547  0.074
C: -2.1390 0.6124 2.7104  -0.112
C: -1.2399 1.8348 2.7433  -0.191
C: -1.0013 2.4353 1.3562  -0.196
C: -2.1868 2.2830 0.3869  -0.177
C: -2.5110 0.8745 -0.1980  -0.173
O: -1.5675 -2.6929 0.0694  0.089
H: -2.6617 -3.5413 -4.2827  0.081
H: -3.5030 -2.0145 -3.9633  0.082
H: -1.7465 -2.0248 -4.2917  0.059
H: -3.0558 -3.3793 -1.8629  0.131
H: -1.3105 -3.2527 -2.1989  0.119
H: -3.1561 0.8795 2.3989  0.113
H: -2.1785 0.1807 3.7158  0.122
H: -1.6879 2.5904 3.4055  0.112
H: -0.2750 1.5619 3.1927  0.111
H: -0.8015 3.5124 1.4718  0.111
H: -0.0922 2.0051 0.9207  0.075
H: -3.0983 2.6335 0.8893  0.108
H: -2.0252 2.9722 -0.4536  0.104
H: -2.4105 0.9185 -1.2948  0.106
H: -3.5885 0.6799 -0.0167  0.131
F: 1.4098 -0.8092 -8.2327  0.040
C: 2.1083 -1.0737 -7.0768  -0.232
C: 3.4113 -1.5544 -7.2099  0.081
C: 4.1557 -1.6457 -6.0348  -0.241
F: 5.4843 -2.0000 -6.1193  0.042
C: 3.6247 -1.3773 -4.7841  0.018
C: 2.2626 -0.9801 -4.6692  -0.200
C: 1.7617 -0.7903 -3.3442  -0.009
C: 0.4977 -0.3956 -2.9347  -0.024
C: 0.1998 -0.2633 -1.5617  0.044
C: 1.0026 -0.9158 -0.5612  -0.205
C: 1.4071 -0.2012 0.5820  0.039
C: 1.9505 -0.8926 1.6517  -0.241
F: 1.9467 -0.2982 2.8852  0.056
C: 2.4231 -2.1971 1.5507  0.090
C: 2.2182 -2.8233 0.3223  -0.222
F: 2.7227 -4.0906 0.1356  0.039
C: 1.4884 -2.2395 -0.7046  0.045
Pd: 4.5604 1.2400 -3.5065  0.201
P: 4.2785 2.9912 -4.8837  0.926
C: 2.7075 2.8775 -5.7727  -0.371
C: 1.5157 3.0405 -5.0511  -0.112
C: 0.2899 2.9833 -5.7135  -0.092
C: 0.2469 2.7268 -7.0873  -0.094
C: 1.4327 2.5038 -7.7905  -0.091
C: 2.6644 2.5695 -7.1403  -0.084
C: 4.2136 4.5671 -4.0024  -0.371
C: 3.5464 5.6987 -4.5118  -0.085
C: 3.5275 6.8797 -3.7644  -0.082
C: 4.1393 6.9284 -2.5048  -0.084
C: 4.7842 5.7968 -1.9959  -0.074
C: 4.8301 4.6229 -2.7483  -0.101
C: 5.6411 3.0499 -6.0814  -0.361
C: 6.3662 4.2244 -6.3593  -0.072
C: 7.4892 4.1602 -7.1879  -0.089
C: 7.9048 2.9401 -7.7325  -0.087
C: 7.1794 1.7762 -7.4643  -0.078
C: 6.0346 1.8370 -6.6660  -0.124
P: 5.9668 0.6648 -1.8573  0.921
C: 6.5209 -1.0424 -2.0642  -0.372
C: 7.6780 -1.3340 -2.8061  -0.082
C: 7.9766 -2.6593 -3.1252  -0.082
C: 7.1386 -3.6961 -2.7037  -0.088
C: 5.9890 -3.4090 -1.9607  -0.076
C: 5.6833 -2.0870 -1.6310  -0.125
C: 7.2975 1.8993 -1.9366  -0.359
C: 7.6989 2.6469 -0.8110  -0.076
C: 8.5231 3.7605 -0.9824  -0.084
C: 8.9685 4.1227 -2.2573  -0.084
C: 8.6251 3.3423 -3.3640  -0.076
C: 7.8142 2.2183 -3.2019  -0.124
C: 5.3241 0.7536 -0.1749  -0.383
C: 5.8352 -0.0486 0.8621  -0.084
C: 5.4473 0.2035 2.1761  -0.077
C: 4.5538 1.2372 2.4598  -0.091
C: 3.9917 1.9828 1.4234  -0.091
C: 4.3574 1.7306 0.1018  -0.107
C: 1.5083 -0.7804 -5.8566  0.060
H: 3.8386 -1.7973 -8.1757  0.136
H: 4.2256 -1.5184 -3.8766  0.101
H: 2.4987 -0.9380 -2.5590  0.101
H: -0.2495 -0.0706 -3.6680  0.120
H: -0.4197 0.5832 -1.2807  0.107
H: 1.3150 0.8839 0.5976  0.113
H: 2.9358 -2.6750 2.3802  0.140
H: 1.2848 -2.8022 -1.6148  0.135
H: 1.5540 3.2107 -3.9731  0.108
H: -0.6351 3.1438 -5.1580  0.103
H: -0.7102 2.7037 -7.6125  0.103
H: 1.4008 2.2715 -8.8558  0.107
H: 3.5900 2.3988 -7.6910  0.099
H: 3.0445 5.6478 -5.4804  0.112
H: 3.0295 7.7650 -4.1667  0.104
H: 4.1126 7.8521 -1.9227  0.103
H: 5.2590 5.8243 -1.0147  0.105
H: 5.3263 3.7254 -2.3636  0.061
H: 6.0409 5.1747 -5.9337  0.104
H: 8.0478 5.0713 -7.4066  0.104
H: 8.7883 2.8982 -8.3722  0.103
H: 7.4956 0.8174 -7.8771  0.106
H: 5.4593 0.9293 -6.4632  0.085
H: 8.3305 -0.5216 -3.1254  0.095
H: 8.8701 -2.8856 -3.7094  0.105
H: 7.3861 -4.7325 -2.9428  0.103
H: 5.3271 -4.2128 -1.6314  0.105
H: 4.7913 -1.8623 -1.0408  0.097
H: 7.3628 2.3537 0.1854  0.104
H: 8.8188 4.3484 -0.1119  0.104
H: 9.6026 5.0010 -2.3851  0.103
H: 8.9890 3.6016 -4.3590  0.101
H: 7.5378 1.6139 -4.0695  0.088
H: 6.5341 -0.8550 0.6407  0.109
H: 5.8419 -0.4126 2.9838  0.108
H: 4.2749 1.4490 3.4932  0.110
H: 3.2575 2.7601 1.6424  0.109
H: 3.8912 2.2796 -0.7215  0.087
H: 0.4845 -0.4050 -5.8028  0.125

# 2
A molecular structure, C61H58CaCl2N8O3P2S, computed with ωB97M-V/def2-TZVPD.

As for the net charge: -2. The HOMO energy comes out at -0.8 eV. The orbital gap comes out at 4.47 eV. For the LUMO energy, the calculation gives 3.67 eV. The electronic energy comes out at -155157.85766 eV.

Last column: Löwdin charge in e.
Geometry (Å):
Ca: 0.1174 0.2703 0.6086  1.265
O: -0.6994 0.3151 2.5102  -0.270
C: -1.5800 -0.2806 3.2078  -0.382
C: -1.6104 -0.1426 4.6300  -0.017
C: -2.5653 -0.7520 5.4023  -0.111
C: -3.5789 -1.5391 4.8238  -0.135
C: -3.5784 -1.7043 3.4598  -0.079
C: -2.6026 -1.1141 2.6371  -0.145
C: -2.6411 -1.4225 1.2306  -0.077
N: -1.7549 -1.0431 0.3783  -0.012
N: -1.8486 -1.4965 -0.9099  -0.019
C: -1.6512 -0.6156 -1.9490  -0.354
O: -1.0686 0.4524 -1.7788  0.021
C: -2.4664 -1.1452 -3.1572  -0.309
C: -1.9056 -0.9863 -4.5296  -0.076
C: -2.6656 -0.5568 -5.5811  -0.175
C: -3.9939 -0.1042 -5.4504  -0.202
C: -4.5145 -0.0545 -4.1424  -0.181
C: -3.8203 -0.4775 -3.0430  -0.080
H: -0.8294 0.4639 5.0747  0.110
H: -2.5417 -0.6278 6.4801  0.091
H: -4.3309 -2.0172 5.4393  0.085
H: -4.3428 -2.3182 2.9892  0.106
H: -3.4645 -2.0578 0.9003  0.131
H: -0.8991 -1.3584 -4.6869  0.080
H: -2.2064 -0.5476 -6.5675  0.083
H: -4.5690 0.2277 -6.3053  0.045
H: -5.5126 0.3506 -3.9878  0.082
H: -4.2595 -0.4037 -2.0503  0.088
N: -2.4635 -5.0318 1.4856  0.123
C: -2.2815 -4.9090 2.8752  -0.262
C: -3.2472 -5.3622 3.7604  -0.041
C: -3.0524 -5.2531 5.1321  -0.107
C: -1.9052 -4.6556 5.6236  -0.104
C: -0.9430 -4.1813 4.7379  -0.097
C: -1.1165 -4.3344 3.3736  -0.456
S: 0.1382 -3.8160 2.2468  0.994
N: -0.6979 -3.6347 0.8016  -0.235
C: -1.8271 -4.1604 0.5958  -0.381
C: -2.5651 -3.8838 -0.6603  -0.166
C: -3.3982 -4.7983 -1.2165  -0.048
C: -4.0466 -4.5092 -2.4851  -0.094
C: -3.6272 -3.4956 -3.2506  -0.001
C: -2.4934 -2.6643 -2.7701  -0.196
N: -2.5548 -2.6543 -1.3111  0.041
H: -3.3978 -5.2785 1.2051  0.112
H: -4.1559 -5.8099 3.3685  0.109
H: -3.8119 -5.6210 5.8110  0.095
H: -1.7581 -4.5405 6.6902  0.098
H: -0.0456 -3.6927 5.1011  0.112
H: -3.5051 -5.7787 -0.7706  0.096
H: -4.8316 -5.1729 -2.8312  0.090
H: -4.0392 -3.2822 -4.2310  0.121
H: -1.5319 -3.0702 -3.1167  0.142
O: 3.5586 -1.9780 0.0563  -0.110
H: 3.1564 -1.0702 0.0878  -0.030
H: 3.0412 -2.4638 0.7047  0.003
C: 0.1212 5.7302 0.6419  -0.056
C: 0.3537 4.9383 1.9340  -0.642
C: -0.3214 5.6435 3.1055  -0.064
C: 1.8549 4.8139 2.2017  -0.045
N: -0.2244 3.5887 1.9007  -0.068
N: 0.1553 2.7700 0.8109  -0.043
H: 0.4826 6.7561 0.7560  0.077
H: -0.9449 5.7661 0.3929  0.080
H: 0.6610 5.2808 -0.1949  0.068
H: 0.0970 6.6423 3.2462  0.075
H: -0.1704 5.0629 4.0182  0.082
H: -1.3992 5.7420 2.9329  0.075
H: 2.2817 5.7911 2.4469  0.081
H: 2.3860 4.4226 1.3323  0.031
H: 2.0280 4.1301 3.0360  0.094
H: -1.2342 3.6246 1.9308  0.110
H: 1.1524 2.5569 0.8780  0.032
H: -0.0123 3.2016 -0.0961  0.084
Cl: 3.6884 3.0557 -0.6305  0.625
C: 4.0396 2.1576 0.8349  -0.621
C: 5.1118 2.5732 1.5936  -0.191
C: 5.3805 1.9914 2.8335  -0.172
C: 4.5063 1.0038 3.2996  -0.180
C: 3.4526 0.5814 2.5287  -0.599
Cl: 2.3492 -0.6214 3.1666  0.628
C: 3.1365 1.0562 1.1757  -0.595
N: 2.2204 0.5462 0.4070  -0.284
H: 5.7434 3.3704 1.2168  0.087
H: 6.2310 2.3083 3.4245  0.066
H: 4.6570 0.5630 4.2796  0.081
C: 4.1197 0.2207 -4.0797  -0.530
P: 2.5906 0.4343 -2.9910  1.046
C: 1.6805 1.5096 -4.1881  -0.372
C: 1.1507 1.1001 -5.4078  -0.093
C: 0.5518 2.0167 -6.2611  -0.092
C: 0.4725 3.3565 -5.9055  -0.107
C: 1.0109 3.7803 -4.6987  -0.096
C: 1.6139 2.8610 -3.8497  -0.114
C: 1.9181 -1.2847 -3.1709  -0.335
C: 2.1888 -2.0874 -4.2824  -0.121
C: 1.8405 -3.4281 -4.3253  -0.097
C: 1.2379 -4.0168 -3.2286  -0.098
C: 0.9811 -3.2524 -2.1014  -0.095
C: 1.2939 -1.8983 -2.0616  -0.099
P: 5.3262 1.6087 -3.8501  1.009
C: 6.4517 1.0748 -5.2254  -0.382
C: 6.1302 1.5612 -6.4957  -0.124
C: 6.8412 1.1629 -7.6190  -0.106
C: 7.9042 0.2778 -7.4882  -0.117
C: 8.2468 -0.1968 -6.2297  -0.100
C: 7.5265 0.1966 -5.1073  -0.089
C: 6.2507 1.0311 -2.3722  -0.412
C: 7.5069 1.5876 -2.1154  -0.138
C: 8.1856 1.2948 -0.9416  -0.106
C: 7.6055 0.4620 0.0096  -0.096
C: 6.3500 -0.0777 -0.2226  -0.068
C: 5.6771 0.2047 -1.4057  -0.098
H: 3.8488 0.2118 -5.1351  0.033
H: 4.6261 -0.7105 -3.8229  0.056
H: 1.1950 0.0580 -5.6956  0.089
H: 0.1359 1.6820 -7.2034  0.095
H: -0.0108 4.0663 -6.5673  0.091
H: 0.9590 4.8262 -4.4194  0.094
H: 2.0518 3.1855 -2.9122  0.051
H: 2.6863 -1.6680 -5.1462  0.085
H: 2.0571 -4.0154 -5.2109  0.094
H: 0.9648 -5.0662 -3.2497  0.098
H: 0.5303 -3.7041 -1.2329  0.074
H: 1.0769 -1.3785 -1.1060  0.067
H: 5.2986 2.2529 -6.5957  0.096
H: 6.5668 1.5395 -8.5976  0.093
H: 8.4613 -0.0401 -8.3618  0.090
H: 9.0748 -0.8885 -6.1218  0.094
H: 7.7984 -0.1900 -4.1325  0.100
H: 7.9480 2.2614 -2.8439  0.097
H: 9.1598 1.7352 -0.7586  0.089
H: 8.1252 0.2539 0.9376  0.095
H: 5.8636 -0.7014 0.5190  0.105
H: 4.6823 -0.2001 -1.5367  0.054

# 3
A molecular structure, C61H62BrN10OPPbS, computed with ωB97M-V/def2-TZVPD.

As for the net charge: +4. The HOMO energy (spin up / spin down) comes out at -15.8 / -15.8 eV. The orbital gap (spin up / spin down) comes out at 4.34 / 3.21 eV. For the LUMO energy (spin up / spin down), the calculation gives -11.45 / -12.58 eV. The electronic energy comes out at -176592.34917 eV.

Last column: Löwdin charge in e.
Geometry (Å):
Pb: -0.8889 1.0549 -0.6593  1.502
C: -3.0472 -4.3313 0.3631  0.019
N: -3.0594 -3.0143 -0.2845  -0.020
C: -2.0619 -2.0769 -0.2633  -0.383
N: -2.4266 -0.9895 -0.9246  0.029
C: -3.6885 -1.2212 -1.4184  -0.117
C: -4.1001 -2.5078 -1.0017  -0.058
C: -5.3807 -3.1826 -1.1626  -0.184
C: -6.5561 -2.4889 -0.8396  -0.008
C: -7.7840 -3.1043 -0.9931  -0.023
C: -7.8531 -4.3992 -1.4970  -0.002
C: -6.6910 -5.0891 -1.8314  -0.018
C: -5.4570 -4.4905 -1.6570  -0.015
C: -4.3981 -0.3239 -2.2985  -0.125
C: -4.2297 1.0710 -2.2098  -0.017
C: -4.9116 1.9143 -3.0577  -0.022
C: -5.7735 1.3905 -4.0266  0.009
C: -5.9402 0.0147 -4.1389  -0.014
C: -5.2645 -0.8369 -3.2887  0.020
P: -0.4360 -2.4556 0.4928  1.202
C: -0.1786 -1.1382 1.7054  -0.468
N: -0.0830 0.1758 1.5161  -0.020
C: 0.2358 0.7453 2.7239  -0.175
C: 0.3185 -0.2619 3.6696  -0.104
N: 0.0434 -1.4321 3.0122  -0.040
C: 0.0427 -2.7539 3.6444  0.013
C: 0.5359 -0.2109 5.1275  -0.216
C: 1.6354 -0.8325 5.7143  -0.041
C: 1.8302 -0.7515 7.0854  -0.045
C: 0.9304 -0.0469 7.8731  -0.041
C: -0.1687 0.5730 7.2920  -0.042
C: -0.3652 0.4943 5.9224  -0.025
C: 0.5337 2.1790 2.9095  -0.165
C: -0.0633 3.1656 2.1257  -0.058
C: 0.1837 4.5120 2.3473  -0.064
C: 1.0440 4.9026 3.3636  -0.059
C: 1.6672 3.9311 4.1361  -0.060
C: 1.4168 2.5856 3.9124  -0.016
C: 0.6787 -1.9309 -0.8797  -0.409
N: 0.7147 -0.7980 -1.5423  0.022
C: 1.7409 -0.9071 -2.4667  -0.171
C: 2.2985 -2.1963 -2.3613  -0.076
N: 1.6199 -2.8090 -1.3609  -0.020
C: 1.8251 -4.1915 -0.9114  0.014
C: 3.3006 -2.8751 -3.1844  -0.211
C: 3.1060 -2.9545 -4.5673  -0.026
C: 4.0436 -3.5918 -5.3621  -0.036
C: 5.1838 -4.1410 -4.7881  -0.026
C: 5.3838 -4.0634 -3.4144  -0.032
C: 4.4424 -3.4413 -2.6114  -0.030
C: 2.1803 0.1163 -3.3633  -0.050
C: 1.2950 1.2390 -3.8090  -0.103
C: 1.7915 2.0278 -5.0637  -0.166
C: 3.1090 1.6736 -5.6085  0.067
C: 3.9384 0.8037 -4.9650  0.018
C: 3.4848 0.0519 -3.8641  0.064
H: -2.3784 -4.3101 1.2178  0.071
H: -4.0541 -4.5625 0.7002  0.113
H: -2.7178 -5.0981 -0.3345  0.110
H: -6.4964 -1.4785 -0.4538  0.128
H: -8.6899 -2.5792 -0.7229  0.127
H: -8.8164 -4.8724 -1.6335  0.132
H: -6.7521 -6.0924 -2.2301  0.129
H: -4.5579 -5.0258 -1.9360  0.124
H: -3.6359 1.4999 -1.4118  0.054
H: -4.8002 2.9860 -2.9608  0.123
H: -6.3133 2.0566 -4.6866  0.133
H: -6.5932 -0.3935 -4.8980  0.131
H: -5.3696 -1.9044 -3.4212  0.128
H: -0.2948 -2.6473 4.6712  0.110
H: -0.6327 -3.4184 3.1134  0.065
H: 1.0439 -3.1803 3.6425  0.106
H: 2.3473 -1.3736 5.1005  0.115
H: 2.6839 -1.2359 7.5395  0.119
H: 1.0864 0.0213 8.9411  0.122
H: -0.8731 1.1139 7.9092  0.118
H: -1.2164 0.9849 5.4645  0.118
H: -0.7878 2.9066 1.3660  0.039
H: -0.3102 5.2582 1.7386  0.114
H: 1.2205 5.9522 3.5568  0.121
H: 2.3406 4.2218 4.9320  0.119
H: 1.9207 1.8502 4.5264  0.119
H: 2.2968 -4.7509 -1.7131  0.106
H: 2.4628 -4.2146 -0.0298  0.108
H: 0.8670 -4.6448 -0.6754  0.075
H: 2.2068 -2.5436 -5.0111  0.127
H: 3.8813 -3.6719 -6.4285  0.123
H: 5.9151 -4.6382 -5.4111  0.126
H: 6.2729 -4.4908 -2.9712  0.124
H: 4.6094 -3.3714 -1.5428  0.119
H: 0.2660 0.8899 -3.9119  0.155
H: 1.0442 2.1012 -5.8555  0.166
H: 3.4391 2.1956 -6.5002  0.146
H: 4.9468 0.6410 -5.3217  0.136
H: 4.1850 -0.6375 -3.4147  0.132
C: -3.6980 0.4730 2.5724  -0.002
N: -4.2327 1.8022 2.3080  -0.150
C: -5.3267 2.3034 3.1409  -0.003
C: -3.7406 2.5078 1.3103  -0.275
O: -2.8211 2.1150 0.5645  -0.252
H: -4.1895 0.0679 3.4528  0.104
H: -2.6222 0.5251 2.7483  0.080
H: -3.8833 -0.1884 1.7222  0.084
H: -5.0255 2.3054 4.1869  0.105
H: -6.2092 1.6762 3.0231  0.104
H: -5.5735 3.3204 2.8463  0.099
H: -4.1939 3.4934 1.1714  0.161
C: 4.2022 -1.0066 1.7353  -0.100
N: 4.7537 0.3359 1.8200  -0.211
C: 6.2162 0.3465 1.9705  -0.025
C: 4.0803 1.4082 1.3419  -0.726
S: 2.8177 1.1793 0.1861  0.649
N: 4.3756 2.6263 1.7833  -0.180
C: 5.0170 2.8811 3.0779  -0.022
C: 3.8760 3.8246 1.1114  -0.059
H: 4.6478 -1.6011 2.5329  0.096
H: 4.4403 -1.4762 0.7754  0.076
H: 3.1229 -0.9785 1.8643  0.045
H: 6.6432 -0.3611 1.2570  0.099
H: 6.5051 0.0438 2.9766  0.102
H: 6.6254 1.3256 1.7563  0.089
H: 4.9956 1.9889 3.6953  0.094
H: 4.4492 3.6643 3.5788  0.083
H: 6.0439 3.2245 2.9561  0.103
H: 3.9298 3.7032 0.0333  0.066
H: 4.5046 4.6624 1.4049  0.103
H: 2.8457 4.0263 1.4045  0.069
Br: 1.5384 5.3228 -6.2416  0.907
C: 0.9834 4.4497 -4.6927  -0.659
C: -0.1363 4.7620 -4.0473  -0.071
C: -0.5316 3.9689 -2.8820  -0.108
N: 0.0955 2.9714 -2.3903  -0.039
C: 1.3628 2.5772 -2.9778  -0.224
C: 1.8693 3.3502 -4.2205  -0.211
H: -0.7767 5.5691 -4.3735  0.117
H: -1.4675 4.2390 -2.3954  0.122
H: 2.1052 2.5222 -2.1792  0.100
H: 2.8877 3.7235 -4.1130  0.158